The following is a DFT calculation (ωB97M-V with the def2-TZVPD basis set) of a 2-piece molecular cluster, C3H3F3 overall at a distorted geometry.

```
9
C3H3F3 | the Open Molecules 2025 dataset | ωB97M-V with the def2-TZVPD basis set
C 1.51 2.52 0.00
C 0.86 1.51 0.37
C -1.14 -1.48 -0.33
F -2.02 -2.47 -0.66
F -0.60 -1.62 0.91
F -1.84 -0.41 -0.39
H -0.11 -1.61 -0.62
H 2.56 3.10 0.08
H 0.78 0.47 0.64
```

Properties
**Energy relative to the best compared isomer or geometry (same formula, charge and spin)**: 343.04 kJ/mol
**SMILES**: FC(F)F.C#C
**Frontier orbital gap**: 0.4164 Ha
**Molecular weight**: 96.05 g/mol
**Energy**: -415.5614 hartree
**Total charge**: 0